Below is a cluster of 10 separate species, C16H43N3O19 in total, with properties calculated with ωB97M-V with the def2-TZVPD basis set.

Last column: Löwdin charge in e.
Element x y z (Å)
C: -0.48434 -4.29277 -1.41787  0.01
N: -1.38652 -4.54365 -0.30212  -0.45
O: -0.78935 -4.92227 0.69195  0.05
O: -2.60351 -4.42979 -0.48651  0.06
H: -0.98268 -3.78510 -2.24372  0.09
H: -0.21285 -5.32753 -1.62681  0.11
H: 0.32645 -3.72685 -0.95912  0.10
C: -3.32068 -0.12444 -2.71278  0.05
N: -3.72812 0.71944 -1.54741  -0.42
O: -4.52096 1.64270 -1.79496  0.04
O: -3.21844 0.56862 -0.47697  0.07
H: -3.02206 -1.10606 -2.34488  0.09
H: -2.38959 0.30326 -3.08461  0.08
H: -4.10458 -0.10593 -3.46991  0.10
C: -1.49888 4.18033 -0.30714  0.06
N: -2.09621 3.83346 -1.65135  -0.41
O: -3.11443 4.43050 -2.03717  0.05
O: -1.50936 2.97286 -2.29996  0.04
H: -2.24566 4.58605 0.37536  0.09
H: -0.59390 4.76735 -0.46372  0.10
H: -1.23006 3.18958 0.05927  0.08
C: 1.53446 -0.41317 8.04063  -0.02
O: 0.80018 -1.44248 7.36683  0.02
C: 0.89772 -1.61714 6.08454  -0.53
O: 1.61012 -1.04791 5.23773  0.08
O: -0.10205 -2.57223 5.81412  -0.04
C: -0.26305 -2.97765 4.47716  -0.07
H: 0.78353 0.31082 8.35691  0.10
H: 2.18954 0.17153 7.39480  0.09
H: 2.14095 -0.74769 8.88227  0.10
H: -0.89131 -3.86045 4.35861  0.10
H: 0.68471 -3.30280 4.04806  0.09
H: -0.59732 -2.07098 3.97287  0.08
C: 3.59724 0.83189 2.01380  -0.06
O: 4.31969 1.15337 0.87395  0.01
C: 4.11011 0.43626 -0.23489  -0.56
O: 3.39909 -0.52286 -0.38838  0.14
O: 4.78783 1.07529 -1.23456  -0.02
C: 4.75070 0.59684 -2.56066  -0.05
H: 3.78006 1.64862 2.71210  0.10
H: 3.96094 -0.09399 2.45941  0.10
H: 2.51729 0.73485 1.90254  0.08
H: 3.72114 0.34519 -2.81519  0.08
H: 5.31241 -0.33728 -2.56341  0.09
H: 5.25913 1.30914 -3.21046  0.10
C: 0.59902 -0.86262 -3.00319  -0.03
O: 0.72621 -0.06227 -1.81108  -0.04
C: -0.06767 -0.38257 -0.70208  -0.51
O: -0.97099 -1.20348 -0.72533  0.09
O: 0.24358 0.45881 0.30688  -0.02
C: -0.51408 0.40427 1.54345  -0.02
H: 1.50667 -0.71216 -3.58770  0.07
H: -0.28337 -0.54117 -3.55649  0.08
H: 0.64861 -1.93432 -2.81058  0.08
H: -0.40480 -0.59479 1.96539  0.09
H: -1.55792 0.46399 1.23533  0.06
H: -0.35887 1.20298 2.26876  0.08
C: 2.26542 -1.35997 -7.10444  -0.15
O: 2.60288 -0.71356 -5.85892  -0.13
H: 3.12332 -1.27226 -7.77108  0.08
H: 2.02648 -2.41023 -6.93722  0.08
H: 1.37043 -0.90278 -7.52641  0.07
H: 3.20320 -1.34089 -5.44943  0.07
C: -0.43265 4.70974 3.84953  -0.11
O: -0.08521 3.44210 3.24642  -0.16
H: -0.71577 4.53947 4.88825  0.09
H: 0.44952 5.34992 3.85634  0.08
H: -1.20929 5.11520 3.20104  0.08
H: 0.58932 3.00346 3.77007  0.08
C: -3.47812 1.70204 3.27009  -0.16
O: -2.98381 2.84198 2.66087  -0.13
H: -3.36574 1.71748 4.35417  0.08
H: -4.53951 1.62074 3.03570  0.09
H: -2.86451 0.88361 2.89359  0.06
H: -2.07976 3.04050 2.91559  0.02
C: -1.11910 -2.25016 -5.94334  -0.12
O: -2.20921 -1.33193 -5.78352  -0.14
H: -0.90298 -2.59840 -4.93333  0.06
H: -1.45220 -3.00993 -6.65038  0.09
H: -0.30271 -1.64174 -6.33247  0.06
H: -3.03398 -1.80807 -5.66248  0.07

Output
E_HOMO, eV: -9.977
E_LUMO, eV: 0.16
SMILES string: C[N+](=O)[O-].C[N+](=O)[O-].C[N+](=O)[O-].COC(=O)OC.COC(=O)OC.COC(=O)OC.CO.CO.CO.CO
HOMO-LUMO gap, hartree: 0.3726

Below is a cluster of 2 separate species, C19H23BNO5 in total, with properties calculated with ωB97M-V with the def2-TZVPD basis set.

Last column: natural (NBO) charge in e.
Element x y z (Å)
C: -4.69001 0.57979 2.99371  -0.67
C: -3.53057 -0.22094 3.30398  0.31
C: -3.22395 -1.36706 4.02462  -0.32
C: -1.85037 -1.62792 3.74095  -0.26
C: -1.37233 -0.69220 2.82752  -0.05
B: -0.40951 -0.66193 1.47272  0.97
N: -1.03410 -0.86329 -0.02604  -0.40
C: -2.07554 -1.91259 -0.12272  -0.42
C: -1.44123 0.47707 -0.55618  -0.33
C: -1.04389 1.41675 0.56812  0.80
O: -1.50308 2.50790 0.82310  -0.52
O: -0.10221 0.78667 1.36337  -0.75
C: 0.20710 -1.24462 -0.77053  -0.34
C: 0.97384 -2.12754 0.18072  0.78
O: 1.76768 -3.02499 -0.01377  -0.51
O: 0.60061 -1.71378 1.46512  -0.71
O: -2.38064 0.23777 2.71837  -0.45
H: -5.60399 -0.00817 2.91328  0.24
H: -4.85098 1.31882 3.78320  0.24
H: -4.59778 1.17175 2.07459  0.24
H: -3.87674 -1.93485 4.69016  0.24
H: -1.22107 -2.41519 4.11859  0.22
H: -2.12659 -2.31442 -1.14526  0.22
H: -1.85633 -2.71970 0.59383  0.25
H: -3.06118 -1.49956 0.14662  0.24
H: -0.87615 0.69526 -1.49400  0.25
H: -2.51235 0.55283 -0.75565  0.26
H: -0.07287 -1.66496 -1.74957  0.25
H: 0.81473 -0.33295 -0.94558  0.25
C: 2.06109 1.86031 2.35937  -0.71
C: 1.84883 0.52701 2.98024  0.52
C: 2.86762 -0.39998 2.41124  -0.72
C: 1.32089 0.34024 4.29399  -0.23
C: 1.70856 -0.83833 5.00488  -0.06
C: 1.68020 -0.86527 6.38438  -0.24
C: 1.33388 0.29723 7.08424  -0.06
C: 0.57785 1.29126 6.42141  -0.23
C: 0.60686 1.35632 5.02003  -0.06
H: 1.50791 2.70750 2.76162  0.24
H: 3.11709 2.11311 2.50852  0.26
H: 1.90884 1.80871 1.27576  0.26
H: 2.82879 -1.44592 2.67068  0.25
H: 2.91202 -0.29967 1.32724  0.24
H: 3.85187 -0.09258 2.77776  0.27
H: 2.22976 -1.61664 4.45375  0.23
H: 1.99416 -1.78599 6.86546  0.25
H: 1.56568 0.41094 8.16182  0.25
H: 0.00610 2.04138 7.00322  0.25
H: 0.25020 2.21098 4.41556  0.25

Output
Charge: +1
E_HOMO, eV: -10.647
ΔE to the lowest compared entry with this formula, charge and spin, kJ/mol: 0.0
E_LUMO, eV: -5.16
HOMO-LUMO gap, hartree: 0.2015

Below is a cluster of 2 separate species, C6H16NS in total, with properties calculated with ωB97M-V with the def2-TZVPD basis set.

Last column: Mulliken spin population.
Element x y z (Å)
C: 2.43791 2.15824 0.16108  0.06
C: 1.39819 -0.71824 -0.71878  0.00
C: -2.31771 0.06292 0.67333  0.02
C: -1.86362 -1.94182 -0.76168  0.01
C: 1.01503 1.54929 0.23757  -0.01
C: 1.00569 0.11252 0.44311  0.69
N: -1.64031 -0.51516 -0.53370  0.84
S: 0.60927 -0.53021 1.90684  0.19
H: 2.55826 3.21652 0.37602  0.00
H: 2.80199 2.05672 -0.89197  0.00
H: 2.95069 1.57336 0.94420  -0.01
H: 1.22819 -0.16237 -1.64520  0.00
H: 0.89683 -1.69818 -0.67361  0.01
H: 2.51615 -0.76412 -0.63149  0.04
H: -2.58404 1.09502 0.56859  0.00
H: -3.28954 -0.51250 0.95389  0.03
H: -1.61075 0.09401 1.49722  0.04
H: -2.90728 -2.31150 -0.79022  0.05
H: -1.28079 -2.19299 -1.69570  -0.01
H: -1.31419 -2.61620 -0.07329  0.03
H: 0.42520 1.70482 -0.58286  0.01
H: 0.46004 2.06474 1.01606  0.01
H: -1.77975 0.13423 -1.31615  -0.03
H: 0.28455 -1.85911 1.53672  0.02

Output
Charge: +1
E_HOMO (spin up / spin down), eV: -10.055 / -13.683
Multiplicity: 3
ΔE to the lowest compared entry with this formula, charge and spin, kJ/mol: 7.5
E_LUMO (spin up / spin down), eV: -3.16 / -8.19
HOMO-LUMO gap (spin up / spin down), hartree: 0.2532 / 0.2018

Below is a structure of composition C45H27Cl2N10S2W, with properties calculated with ωB97M-V with the def2-TZVPD basis set.

Last column: Löwdin charge in e.
Element x y z (Å)
W: -0.34080 -0.27267 0.78643  1.24
C: 1.60005 5.81369 2.35243  -0.06
C: 0.74505 5.65491 3.44888  -0.05
C: 0.18596 4.42635 3.74987  0.01
C: 0.47588 3.36595 2.90222  -0.10
C: 0.06291 1.98202 2.90216  -0.27
N: -0.64186 1.44321 3.87125  0.23
C: -0.91817 0.16570 3.90509  -0.27
C: -1.45435 -0.48371 5.08181  -0.10
C: -1.66882 -0.03381 6.37685  0.01
C: -2.12010 -0.95645 7.30490  -0.05
C: -2.37466 -2.28363 6.94429  -0.05
C: -2.18304 -2.72666 5.64716  0.01
C: -1.70334 -1.80999 4.72246  -0.10
C: -1.30585 -1.94202 3.33714  -0.29
N: -1.46181 -3.05511 2.66729  0.23
C: -0.91223 -3.25141 1.49131  -0.26
N: -0.14581 -2.33927 0.81662  -0.06
C: 0.44135 -3.00421 -0.25099  -0.34
N: 1.39352 -2.54305 -1.01623  0.21
C: 1.91713 -1.34146 -0.93408  -0.28
N: 1.46215 -0.27855 -0.16483  -0.03
C: 2.33980 0.77060 -0.35896  -0.27
N: 2.26330 1.95320 0.20972  0.22
C: 1.44450 2.21767 1.19409  -0.33
N: 0.60760 1.32256 1.83687  -0.04
C: 1.35289 3.51397 1.82472  -0.12
C: 1.93197 4.74502 1.53859  -0.01
C: 3.36489 0.38718 -1.28822  -0.11
C: 4.48828 1.04671 -1.78027  0.00
C: 5.33338 0.33613 -2.60879  -0.06
C: 5.08241 -1.00429 -2.93990  -0.05
C: 3.96749 -1.66410 -2.46322  0.00
C: 3.10531 -0.94726 -1.63854  -0.12
C: -0.07568 -4.34737 -0.32026  -0.10
C: 0.13160 -5.37603 -1.22981  0.01
C: -0.55049 -6.56000 -1.02149  -0.05
C: -1.39867 -6.72295 0.08084  -0.05
C: -1.59387 -5.70755 0.99813  0.01
C: -0.93152 -4.50592 0.77842  -0.09
N: -0.78902 -0.74516 2.87998  -0.05
H: 2.01372 6.79180 2.14547  0.11
H: 0.51646 6.51119 4.06899  0.11
H: -0.45642 4.28625 4.60856  0.12
H: -1.48646 0.99817 6.64378  0.12
H: -2.27675 -0.64766 8.32970  0.11
H: -2.71082 -2.98274 7.69828  0.11
H: -2.39220 -3.74764 5.35839  0.12
H: 2.63147 4.85029 0.71837  0.12
H: 4.68944 2.07437 -1.50839  0.12
H: 6.22370 0.81389 -2.99567  0.11
H: 5.78948 -1.53251 -3.56564  0.11
H: 3.76441 -2.70011 -2.69807  0.12
H: 0.80423 -5.23917 -2.06561  0.12
H: -0.42658 -7.37819 -1.71808  0.11
H: -1.90735 -7.66780 0.21800  0.11
H: -2.23871 -5.83451 1.85716  0.12
Cl: -2.86416 -0.14511 1.20125  0.80
C: -3.72204 -0.20593 -0.31235  -0.62
C: -5.08407 0.02774 -0.31192  -0.09
C: -5.76018 0.00815 -1.51881  -0.06
C: -5.07188 -0.21919 -2.69937  -0.09
C: -3.70984 -0.46333 -2.67662  -0.67
Cl: -2.86475 -0.74326 -4.15327  0.70
C: -3.00195 -0.48112 -1.46814  -0.66
S: -1.31210 -0.93827 -1.44405  0.67
H: -5.59918 0.22393 0.61857  0.11
H: -6.82747 0.17637 -1.53804  0.12
H: -5.58896 -0.20539 -3.64881  0.11
N: 0.42678 3.71335 -1.74107  0.15
C: -0.11219 2.49800 -1.70238  -0.77
S: -1.19610 2.12423 -0.41537  0.70
N: 0.11759 1.61028 -2.66220  0.07
C: 0.81908 1.76476 -3.88804  -0.22
C: 0.81830 2.95571 -4.61029  -0.03
C: 1.48352 3.02205 -5.82597  -0.07
C: 2.13660 1.91095 -6.33421  -0.07
C: 2.12064 0.72070 -5.62019  -0.06
C: 1.46379 0.64493 -4.40428  -0.01
H: 0.30041 4.30556 -0.93695  0.10
H: 1.21211 3.89271 -2.34883  0.11
H: -0.27552 0.68390 -2.48117  0.01
H: 0.25647 3.81104 -4.26389  0.11
H: 1.47069 3.94952 -6.38279  0.11
H: 2.63684 1.96269 -7.29155  0.11
H: 2.61694 -0.15487 -6.01658  0.11
H: 1.44568 -0.28794 -3.85186  0.11

Output
Charge: +1
E_HOMO (spin up / spin down), eV: -8.884 / -8.882
ΔE to the lowest compared entry with this formula, charge and spin, kJ/mol: 0.0
E_LUMO (spin up / spin down), eV: -4.30 / -4.30
HOMO-LUMO gap (spin up / spin down), hartree: 0.1686 / 0.1685

Below is a structure of composition C12H30Cl2IrNOP, with properties calculated with ωB97M-V with the def2-TZVPD basis set.

Last column: Mulliken spin population.
Element x y z (Å)
Ir: -0.02985 -0.04257 2.46787  2.83
Cl: 0.83490 0.93234 0.57368  0.56
Cl: -1.89324 -0.87302 1.44560  0.25
H: -0.37594 1.48386 2.90136  0.45
H: 1.50047 -0.12721 2.80998  0.39
P: 0.32224 0.01584 -1.86837  0.29
C: 2.00605 -0.50174 -2.58637  0.03
C: -0.81330 -0.79325 -3.12922  0.09
C: 0.37100 1.76807 -2.58205  0.01
C: 2.62707 -1.62459 -1.75132  -0.01
H: 2.62128 0.40485 -2.45546  0.00
C: 2.00181 -0.88996 -4.06464  0.00
H: 1.43293 -1.81339 -4.23339  0.00
H: 3.04024 -1.09387 -4.35689  0.00
H: 1.65177 -0.11079 -4.75094  0.00
H: 2.62166 -1.38899 -0.67872  0.01
H: 3.66541 -1.74982 -2.08509  0.00
H: 2.11651 -2.58161 -1.92809  0.00
H: 1.37618 2.13501 -2.31025  0.00
C: -0.67622 2.65262 -1.89092  0.01
C: 0.24557 1.83445 -4.10386  0.00
H: 1.18342 1.58093 -4.61858  0.00
H: 0.00705 2.86563 -4.40236  0.00
H: -0.57630 1.21999 -4.49819  0.00
H: -0.59501 2.58826 -0.79834  -0.01
H: -1.69076 2.38376 -2.21199  0.00
H: -0.49953 3.69029 -2.20240  0.00
C: -0.82890 -2.31084 -2.95066  0.02
H: -0.33019 -0.58242 -4.08171  0.00
C: -2.21262 -0.17245 -3.14064  0.00
H: 0.10945 -2.80998 -3.24908  0.00
H: -1.63301 -2.70812 -3.58411  0.00
H: -1.05866 -2.53136 -1.89963  0.00
H: -2.57249 -0.10420 -2.10433  0.00
H: -2.86590 -0.85079 -3.70545  0.00
H: -2.27199 0.81327 -3.63222  0.00
C: -0.27738 -1.32626 7.02378  0.00
N: -0.70564 0.00176 6.64910  0.00
C: -1.26553 0.85965 7.69060  0.00
C: -0.62787 0.40012 5.36781  0.15
O: -0.19747 -0.37077 4.43821  -0.09
H: -0.54100 -1.46262 8.06339  0.00
H: 0.80386 -1.42050 6.89115  0.00
H: -0.78023 -2.07328 6.40053  0.00
H: -0.65268 1.74942 7.87542  0.00
H: -2.28006 1.20492 7.44679  0.00
H: -1.31624 0.28438 8.61863  0.00
H: -0.97085 1.44498 5.19136  0.00

Output
E_HOMO (spin up / spin down), eV: -5.255 / -7.608
Multiplicity: 6
E_LUMO (spin up / spin down), eV: 0.45 / -1.57
HOMO-LUMO gap (spin up / spin down), hartree: 0.2097 / 0.2220

Below is a cluster of 2 separate species, C5H11P in total, with properties calculated with ωB97M-V with the def2-TZVPD basis set.

Last column: natural (NBO) charge in e.
Element x y z (Å)
C: -0.35260 0.61315 0.68482  -0.59
C: 0.39935 0.59208 1.76709  -0.06
C: 2.25014 -0.40339 1.86994  -0.65
C: -1.08185 1.30617 -1.98465  -0.88
C: -0.94808 -1.63895 -1.03758  -0.89
P: -0.02336 0.05804 -0.99684  0.72
H: -1.33336 1.07121 0.70625  0.21
H: 0.33375 1.27093 2.51794  0.18
H: 2.18183 -0.71806 2.95177  0.19
H: 3.06167 0.39627 1.82588  0.21
H: 2.52363 -1.34194 1.34868  0.21
H: -0.60298 1.60414 -2.83359  0.23
H: -2.07198 0.89510 -2.00515  0.22
H: -1.03603 2.15814 -1.39004  0.22
H: -1.82789 -1.62727 -0.44097  0.22
H: -1.22032 -1.77627 -2.08023  0.22
H: -0.25193 -2.45936 -0.90331  0.24

Output
E_HOMO, eV: -8.151
ΔE to the lowest compared entry with this formula, charge and spin, kJ/mol: 312.7
E_LUMO, eV: 1.09
HOMO-LUMO gap, hartree: 0.3397

| no. | largest force on an atom (eV/Å) |
| --- | --- |
| 1 | 3.52 |
| 2 | 2.71 |
| 3 | 4.48 |
| 4 | 0.90 |
| 5 | 5.95 |
| 6 | 6.14 |